Entry from OMol25: the molecule C2H7N3 in a non-equilibrium geometry (ωB97M-V/def2-TZVPD).

Last column: Löwdin spin population.
CARTESIAN COORDINATES (ANGSTROEM)
N -0.100 0.173 0.391  0.227
N 1.153 0.026 0.494  0.874
N 1.776 -1.089 0.412  0.706
C -0.435 1.510 -0.120  0.035
C -0.836 -1.041 -0.134  0.068
H -0.571 1.304 -1.204  0.006
H -1.341 1.888 0.414  -0.001
H -1.825 -1.264 0.425  0.004
H -0.061 -1.816 0.038  0.013
H -0.980 -1.077 -1.239  0.011
H 0.428 2.211 0.098  0.006
H 2.793 -0.825 0.424  0.052

Calculated values
Charge ... 0
Highest occupied orbital energy (spin up / spin down) ... -5.60 / -8.60 eV
<S²> ... 2.01
Electronic energy ... -6651.8629 eV
Energy relative to the best compared isomer or geometry (same formula, charge and spin) ... 0.0 kcal/mol
2S+1 ... 3